ORCA calculation (the ωB97M-V functional and the def2-TZVPD basis) on a 2-piece molecular cluster, C8H14FN overall in a non-equilibrium geometry.

Element x y z (Å)
C  0.787  0.531  2.475
C  0.067  0.726  1.378
C  0.630  -0.922  -0.615
C  2.266  -2.099  -1.995
C  -1.343  1.486  -0.551
C  -2.476  0.823  1.571
C  1.980  -0.942  -1.107
C  -1.182  1.444  0.931
N  -0.463  -1.321  -1.009
F  -1.158  2.752  1.408
H  0.683  1.082  3.394
H  1.640  -0.078  2.321
H  1.484  -2.075  -2.700
H  3.337  -2.070  -2.429
H  1.972  -2.942  -1.378
H  -2.040  2.191  -0.970
H  -0.224  1.610  -1.107
H  -1.549  0.524  -0.910
H  -2.528  -0.300  1.592
H  -3.330  1.142  0.962
H  -2.615  1.385  2.541
H  2.104  -0.142  -1.765
H  2.695  -0.880  -0.205
H  -0.738  -1.926  -1.830

Output
orbital gap (spin up / spin down): 8.462 / 8.162 eV
strongest force on any atom: 4.72 eV/A
total energy: -12724.56932 eV
relative energy (zero: lowest compared OMol25 entry of this formula, charge and spin): 395.6 kJ/mol
lowest unoccupied orbital energy (spin up / spin down): 0.41 / 0.51 eV

ORCA calculation (the ωB97M-V functional and the def2-TZVPD basis) on a 2-piece molecular cluster, C8H14FN overall in a non-equilibrium geometry.

Element x y z (Å)
C  -2.152  1.118  0.349
C  -0.877  1.157  0.206
C  0.164  -1.105  -0.496
C  -0.328  -3.458  0.398
C  1.332  1.602  1.195
C  0.846  2.114  -1.313
C  -0.863  -2.091  -0.271
C  0.303  1.992  0.143
N  1.396  -1.050  -0.703
F  -0.265  3.321  0.639
H  -2.792  1.998  0.516
H  -2.716  0.286  -0.123
H  -0.128  -4.029  -0.467
H  0.478  -3.052  1.006
H  -1.206  -3.782  0.997
H  2.329  1.905  0.751
H  1.127  2.257  2.044
H  1.475  0.483  1.396
H  0.801  1.045  -1.626
H  1.881  2.474  -1.225
H  0.267  2.834  -1.841
H  -1.771  -1.720  0.334
H  -1.295  -2.382  -1.203
H  1.994  -1.917  -0.707

Output
orbital gap (spin up / spin down): 8.221 / 8.167 eV
strongest force on any atom: 3.82 eV/A
total energy: -12724.95160 eV
relative energy (zero: lowest compared OMol25 entry of this formula, charge and spin): 358.7 kJ/mol
lowest unoccupied orbital energy (spin up / spin down): 0.26 / 0.33 eV

ORCA calculation (the ωB97M-V functional and the def2-TZVPD basis) on C8H14GdOP as an isolated structure in a non-equilibrium geometry.

Element x y z (Å)
C  -0.528  0.541  -1.994
C  -1.290  1.735  -2.094
C  -0.393  2.828  -1.914
C  0.932  2.339  -1.856
C  0.882  0.902  -1.832
Gd  0.911  -1.163  0.804
P  -0.036  -3.737  0.142
H  -0.927  -0.476  -2.051
H  -2.367  1.832  -2.206
H  -0.678  3.872  -1.881
H  1.743  0.240  -1.774
H  1.824  2.956  -1.771
H  0.963  -4.521  -0.551
H  -1.135  -4.191  -0.660
H  -0.256  -4.720  1.206
C  0.448  1.392  4.427
C  0.195  0.114  3.757
C  -0.469  -1.010  4.438
O  0.563  -0.047  2.524
H  0.297  1.269  5.508
H  -0.240  2.172  4.075
H  1.477  1.743  4.266
H  -1.492  -1.166  4.065
H  0.083  -1.956  4.325
H  -0.535  -0.796  5.512

Output
orbital gap (spin up / spin down): 5.111 / 4.467 eV
strongest force on any atom: 3.17 eV/A
total energy: -40688.70613 eV
2S+1: 8
lowest unoccupied orbital energy (spin up / spin down): -1.02 / -1.34 eV

ORCA calculation (the ωB97M-V functional and the def2-TZVPD basis) on C8H14N2O2S2 as an isolated structure in a non-equilibrium geometry.

Element x y z (Å)
C  5.271  -0.431  -0.383
C  5.090  -0.543  1.079
C  4.248  0.018  -1.101
C  3.846  -0.233  1.474
C  -2.284  0.856  1.724
C  -2.642  -0.466  -1.695
C  -0.966  1.071  1.019
C  -1.461  -0.699  -0.742
N  1.679  -0.519  -0.173
N  -0.957  0.724  -0.409
O  0.972  2.423  -0.788
O  0.375  0.862  -2.559
S  2.893  0.415  0.075
S  0.431  1.162  -1.191
H  6.296  -0.344  -0.786
H  5.851  -0.943  1.708
H  4.310  0.298  -2.133
H  3.242  -0.043  2.352
H  -3.168  1.501  1.405
H  -2.443  -0.237  1.845
H  -2.126  1.279  2.756
H  -2.413  0.362  -2.252
H  -2.905  -1.373  -2.324
H  -3.472  -0.040  -1.069
H  -0.539  2.110  1.173
H  -0.172  0.471  1.370
H  -1.590  -1.266  0.169
H  -0.534  -1.225  -1.069

Output
orbital gap (spin up / spin down): 8.145 / 8.146 eV
strongest force on any atom: 4.45 eV/A
total energy: -37262.32630 eV
relative energy (zero: lowest compared OMol25 entry of this formula, charge and spin): 706.4 kJ/mol
lowest unoccupied orbital energy (spin up / spin down): 0.00 / 0.00 eV